Entry 1:
DFT (wB97M-V/def2-TZVPD) results for a 9-piece molecular cluster, C27H54O27 overall in a non-equilibrium geometry.

## Properties
LUMO energy = 0.4 eV
SMILES = COC(=O)OC.COC(=O)OC.COC(=O)OC.COC(=O)OC.COC(=O)OC.COC(=O)OC.COC(=O)OC.COC(=O)OC.COC(=O)OC
Kohn-Sham gap = 11.18 eV
relative energy (zero: lowest compared OMol25 entry of this formula, charge and spin) = 1.093 eV
HOMO = -10.80 eV

ORCA input file:
```
! wB97M-V def2-TZVPD RIJCOSX def2/J DEFGRID3
* xyz 0 1
C -1.583 1.310 -5.427
O -1.022 0.647 -4.314
C -0.316 -0.450 -4.592
O -0.078 -0.859 -5.694
O 0.077 -0.989 -3.459
C 0.776 -2.232 -3.491
H -1.785 0.567 -6.199
H -0.945 2.063 -5.887
H -2.537 1.773 -5.190
H 1.679 -2.126 -4.095
H 0.115 -2.941 -3.999
H 1.032 -2.626 -2.515
C -3.128 -3.960 4.149
O -1.739 -3.918 3.885
C -1.060 -2.997 4.569
O -1.456 -2.369 5.509
O 0.139 -2.885 4.012
C 1.101 -2.132 4.741
H -3.356 -3.625 5.160
H -3.561 -4.922 3.907
H -3.637 -3.220 3.519
H 2.024 -2.056 4.170
H 1.330 -2.635 5.677
H 0.781 -1.098 4.863
C 2.659 -4.003 1.349
O 4.053 -3.651 1.245
C 4.640 -3.104 2.294
O 4.149 -2.957 3.378
O 5.863 -2.693 1.947
C 6.681 -2.192 3.001
H 2.464 -4.376 0.348
H 2.117 -3.070 1.474
H 2.396 -4.735 2.105
H 7.017 -3.006 3.644
H 6.095 -1.526 3.641
H 7.502 -1.589 2.628
C -8.266 -1.879 -5.596
O -7.410 -1.716 -4.471
C -6.397 -0.890 -4.652
O -6.201 -0.303 -5.660
O -5.652 -0.921 -3.575
C -4.697 0.097 -3.421
H -8.962 -2.665 -5.304
H -7.719 -2.158 -6.490
H -8.906 -1.007 -5.738
H -4.194 0.388 -4.344
H -3.958 -0.175 -2.672
H -5.100 1.048 -3.045
C -1.487 4.373 3.038
O -1.419 5.538 2.250
C -0.817 6.613 2.749
O -0.338 6.703 3.833
O -0.862 7.574 1.840
C -0.360 8.870 2.168
H -1.950 3.608 2.423
H -2.058 4.447 3.967
H -0.510 4.034 3.391
H -0.365 9.415 1.235
H 0.622 8.813 2.631
H -1.039 9.290 2.909
C 3.768 0.522 2.706
O 3.278 1.596 3.528
C 3.017 1.370 4.805
O 3.055 0.334 5.403
O 2.742 2.540 5.354
C 2.653 2.597 6.776
H 3.125 0.420 1.840
H 3.834 -0.388 3.308
H 4.807 0.746 2.454
H 2.275 1.664 7.181
H 1.962 3.419 6.973
H 3.585 2.944 7.225
C -2.102 -5.037 -3.426
O -2.597 -3.743 -3.762
C -2.833 -3.526 -5.049
O -2.526 -4.222 -5.958
O -3.420 -2.346 -5.157
C -3.661 -1.832 -6.467
H -2.933 -5.701 -3.208
H -1.516 -4.915 -2.516
H -1.426 -5.409 -4.190
H -2.864 -1.992 -7.190
H -3.881 -0.775 -6.370
H -4.579 -2.310 -6.816
C 4.606 5.673 -0.528
O 4.995 4.400 -0.998
C 4.240 3.365 -0.635
O 3.380 3.404 0.201
O 4.527 2.333 -1.412
C 3.760 1.161 -1.214
H 3.900 6.160 -1.197
H 5.514 6.244 -0.345
H 4.124 5.653 0.454
H 3.614 1.024 -0.144
H 4.339 0.303 -1.547
H 2.764 1.065 -1.648
C 0.302 1.124 1.469
O -0.302 -0.118 1.072
C 0.499 -0.981 0.468
O 1.671 -0.854 0.283
O -0.138 -2.089 0.126
C -1.539 -2.123 -0.036
H -0.485 1.853 1.625
H 0.972 1.440 0.671
H 0.853 1.017 2.403
H -1.931 -1.388 -0.744
H -2.075 -2.051 0.901
H -1.794 -3.081 -0.489
*
```

Atom charges from the Löwdin analysis, given in e for atoms 1 to 2: atom 1 (C): -0.05, atom 2 (O): 0.01

=====

Entry 2:
DFT (wB97M-V/def2-TZVPD) results for C27H54O9 as an isolated structure in a non-equilibrium geometry.

## Properties
LUMO energy = 0.2 eV
Kohn-Sham gap = 9.62 eV
relative energy (zero: lowest compared OMol25 entry of this formula, charge and spin) = 14.597 eV
HOMO = -9.41 eV

ORCA input file:
```
! wB97M-V def2-TZVPD RIJCOSX def2/J DEFGRID3
* xyz 0 1
C 0.504 1.424 3.190
C 0.986 2.866 2.871
O 0.468 3.475 1.985
C 2.129 3.363 3.726
H 0.315 1.255 4.172
H 1.060 0.582 2.539
H -0.660 1.402 2.957
H 1.946 4.413 3.715
H 3.163 3.291 3.428
H 1.955 3.041 4.838
C 7.387 -1.415 0.061
C 6.051 -2.028 0.628
O 6.101 -3.211 0.995
C 4.819 -1.220 0.580
H 7.150 -0.830 -0.732
H 8.039 -2.079 -0.058
H 7.712 -0.745 0.737
H 4.546 -0.546 -0.311
H 4.841 -0.738 1.747
H 3.953 -2.042 0.628
C -2.878 -4.450 -0.833
C -2.583 -5.941 -0.697
O -1.492 -6.348 -0.428
C -3.746 -7.054 -1.068
H -1.974 -4.039 -0.994
H -3.515 -3.973 -0.034
H -3.366 -4.361 -1.811
H -4.387 -7.102 -0.394
H -3.091 -7.977 -1.282
H -4.365 -6.651 -1.909
C 3.727 -4.805 -1.247
C 2.387 -4.107 -1.125
O 2.330 -3.026 -1.531
C 1.130 -4.774 -0.765
H 4.266 -4.621 -0.214
H 4.400 -4.411 -1.742
H 3.501 -5.994 -1.349
H 1.499 -5.401 0.123
H 0.760 -5.542 -1.586
H 0.455 -4.025 -0.181
C -2.669 -1.162 3.003
C -2.854 -0.247 4.288
O -2.605 -0.688 5.391
C -3.309 1.227 4.079
H -2.274 -2.103 3.385
H -1.505 -0.656 2.509
H -3.411 -1.340 2.331
H -2.543 1.810 3.664
H -3.264 1.507 5.041
H -4.283 1.198 3.669
C 3.589 3.378 -0.364
C 3.009 4.209 -1.557
O 3.708 5.109 -2.063
C 1.752 3.850 -2.138
H 2.928 3.544 0.458
H 4.538 3.416 -0.465
H 3.444 2.297 -0.294
H 1.641 4.496 -2.992
H 1.080 4.040 -1.415
H 1.711 2.871 -2.634
C -3.692 3.790 0.874
C -4.920 2.998 0.924
O -5.769 3.073 1.869
C -5.203 1.954 -0.198
H -3.581 4.573 -0.004
H -2.902 3.137 0.661
H -3.456 4.214 1.790
H -6.132 1.368 -0.083
H -4.552 1.261 0.067
H -5.220 2.594 -1.150
C 0.960 0.502 -0.523
C -0.494 0.088 -0.531
O -1.332 0.631 0.168
C -0.885 -1.102 -1.366
H 1.370 0.642 -1.690
H 1.858 -0.243 0.053
H 0.931 1.349 0.011
H -1.364 -2.053 -0.893
H -0.038 -1.401 -1.989
H -1.777 -0.914 -1.825
C -1.639 4.116 -4.688
C -1.473 2.726 -4.253
O -0.715 1.908 -4.743
C -2.112 2.463 -2.826
H -2.640 4.304 -4.898
H -1.028 4.311 -5.556
H -1.266 4.567 -3.958
H -2.354 1.376 -2.842
H -3.159 2.767 -2.854
H -1.651 2.595 -2.071
*
```

Atom charges from the Löwdin analysis, given in e for atoms 1 to 2: atom 1 (C): -0.02, atom 2 (C): -0.51